Formula: C22H31N3O2
Source: OMol25
Level of theory: ωB97M-V/def2-TZVPD

```
58
C22H31N3O2 (ωB97M-V/def2-TZVPD)
C -0.2214 -4.6332 -1.4294
C -1.4197 -3.8486 -0.9147
O -1.0294 -2.8780 0.0557
C -0.5589 -1.7128 -0.4046
O -0.4810 -1.4485 -1.5767
C -0.1985 -0.7733 0.7396
C -1.5162 -0.3590 1.4251
C -2.5406 0.2744 0.4845
C -3.8394 0.5730 1.2279
C -4.9412 1.1858 0.4014
C -4.8238 1.4538 -0.9549
C -5.8786 2.0136 -1.6581
C -7.0668 2.3147 -1.0187
C -7.1959 2.0522 0.3352
C -6.1430 1.4941 1.0339
C 0.6904 -1.5000 1.7581
C 2.0500 -1.8377 1.1573
N 2.7211 -0.6202 0.7542
C 4.0960 -0.8619 0.3494
C 4.8358 0.4196 0.1631
C 4.9735 1.4707 1.0862
N 5.6977 2.4515 0.5841
N 6.0385 2.0706 -0.6420
C 6.8460 2.9149 -1.4728
C 5.5384 0.8538 -0.9413
C 1.9625 0.0422 -0.2911
C 0.5749 0.4363 0.2062
H -0.5573 -5.4078 -2.1128
H 0.4562 -3.9678 -1.9590
H 0.3101 -5.0952 -0.6004
H -2.1249 -4.5014 -0.3959
H -1.9221 -3.3398 -1.7443
H -1.2803 0.3432 2.2284
H -1.9553 -1.2512 1.8786
H -2.7431 -0.4079 -0.3432
H -2.1374 1.2003 0.0728
H -3.6221 1.2475 2.0624
H -4.2198 -0.3564 1.6646
H -3.9089 1.2286 -1.4798
H -5.7676 2.2144 -2.7140
H -7.8874 2.7504 -1.5694
H -8.1194 2.2830 0.8464
H -6.2489 1.2908 2.0908
H 0.2007 -2.4122 2.1001
H 0.8452 -0.8419 2.6147
H 2.6646 -2.3404 1.9097
H 1.9194 -2.5325 0.3045
H 4.5756 -1.4404 1.1471
H 4.1523 -1.4557 -0.5829
H 4.5687 1.5386 2.0751
H 7.0538 3.8248 -0.9137
H 7.7874 2.4226 -1.7260
H 6.3190 3.1679 -2.3950
H 5.7144 0.3891 -1.8910
H 2.5062 0.9430 -0.5859
H 1.8624 -0.6037 -1.1813
H 0.0319 0.8922 -0.6214
H 0.6802 1.1665 1.0095
```

Results
Charge   0
Frontier orbital gap   9.42 eV
SMILES string   CCOC(=O)C1(CCCc2ccccc2)CCN(Cc2cnn(C)c2)CC1
Energy above the lowest of the compared OMol25 structures with the same formula, charge and spin   1.477 eV
Max |F|   0.0159 hartree/bohr
HOMO energy   -8.6 eV